The following is a DFT calculation (ωB97M-V/def2-TZVPD) of the molecule C4H2S2 at a distorted geometry.

Each line ends with the natural charge from an NBO analysis.
Element x y z (Å)
H  -0.597  2.048  1.444  0.226
H  -0.514  -2.763  -0.628  0.267
S  1.909  -2.370  0.554  0.117
C  0.494  -2.068  -0.284  -0.349
C  -0.889  1.706  0.386  -0.373
S  -1.610  2.679  -0.670  0.147
C  -0.411  0.366  0.143  -0.020
C  0.193  -0.709  -0.071  -0.015

Values from the calculation:
Energy above the lowest of the compared OMol25 structures with the same formula, charge and spin, eV: 1.969
2S+1: 1
HOMO-LUMO gap, eV: 7.09
HOMO, hartree: -0.33482
SMILES: S=CC#CC=S
Largest force on an atom, eV/A: 4.68
LUMO energy, Eh: -0.0744

=====

The following is a DFT calculation (ωB97M-V/def2-TZVPD) of a cluster of 2 separate species, C4H2S3 in total at a distorted geometry.

Each line ends with the natural charge from an NBO analysis.
Element x y z (Å)
H  0.785  -1.438  -1.449  0.235
S  -3.524  0.431  -0.413  -0.528
H  -0.132  2.291  0.234  0.214
C  -1.989  1.136  -0.224  -0.172
S  1.151  0.078  2.019  -0.102
S  2.580  -2.572  -0.172  -0.627
C  0.960  -0.566  0.555  -0.033
C  1.263  -1.314  -0.487  -0.482
C  -1.095  1.954  -0.064  -0.505

Values from the calculation:
Energy above the lowest of the compared OMol25 structures with the same formula, charge and spin, eV: 1.715
2S+1: 1
HOMO-LUMO gap, eV: 5.52
HOMO, hartree: -0.00084
Net charge: -2
Largest force on an atom, eV/A: 1.70
LUMO energy, Eh: 0.2021

=====

The following is a DFT calculation (ωB97M-V/def2-TZVPD) of a cluster of 16 separate species, C4H30BO23 in total at a distorted geometry.

Each line ends with the natural charge from an NBO analysis.
Element x y z (Å)
O  0.187  -4.453  -2.576  -0.954
H  -3.915  4.903  0.317  0.455
H  1.898  0.236  2.934  0.472
O  -1.900  -2.691  3.040  -0.965
H  1.163  -1.398  -3.232  0.471
O  -2.201  3.757  -4.431  -0.965
H  -2.155  3.027  -3.783  0.489
H  -2.774  4.950  -3.102  0.498
O  0.522  -2.038  1.742  -0.547
H  0.377  -3.582  -2.170  0.482
O  -0.419  3.877  -0.652  -0.524
O  2.829  0.428  3.104  -0.938
H  2.469  0.368  -2.262  0.475
O  3.408  3.783  -1.363  -0.950
H  2.499  -3.630  0.172  0.500
H  -2.663  4.989  -0.586  0.501
O  1.239  -2.026  -3.963  -0.947
O  -2.765  2.501  -1.848  -0.602
O  -0.510  -0.266  0.779  -0.653
H  2.042  -2.526  -3.764  0.474
H  2.840  0.092  -3.727  0.477
H  -1.958  3.363  -5.277  0.482
H  2.732  -4.523  2.942  0.485
H  3.627  2.912  -1.722  0.474
O  -0.412  3.490  2.667  -0.949
O  3.230  0.270  -2.855  -0.953
O  -1.650  0.709  -1.164  -0.653
H  2.522  -2.250  4.916  0.492
O  2.611  -4.172  3.843  -0.995
H  -2.777  -2.901  2.689  0.477
O  1.494  -2.418  -0.972  -0.599
O  0.481  -0.468  -1.327  -0.690
H  0.152  3.527  1.878  0.475
H  0.845  -5.044  -2.187  0.466
C  0.904  -1.477  -0.580  0.715
O  -2.966  5.079  0.345  -0.967
O  0.279  1.774  -0.385  -0.667
H  1.014  -2.037  4.903  0.461
H  -1.305  -2.631  2.245  0.492
O  1.840  -1.577  5.089  -0.955
C  -0.592  2.711  -0.724  0.671
H  -4.943  -0.179  -1.744  0.464
H  -0.633  -3.850  3.996  0.508
H  2.441  3.780  -1.276  0.475
H  -4.448  1.274  -1.700  0.486
H  -0.299  -5.334  3.719  0.470
O  2.737  -4.540  0.482  -0.975
C  0.345  -1.294  0.839  0.685
H  -3.814  5.645  -2.194  0.459
H  1.673  -4.406  4.055  0.491
H  3.666  -4.656  0.238  0.465
H  2.807  1.254  3.604  0.467
C  -1.836  2.012  -1.317  0.705
O  -0.208  -4.654  4.401  -0.972
B  -0.362  0.455  -0.497  1.202
H  -1.316  3.441  2.321  0.475
O  -5.150  0.684  -1.365  -0.959
O  -2.907  5.731  -2.517  -0.957

Values from the calculation:
Energy above the lowest of the compared OMol25 structures with the same formula, charge and spin, eV: 1.108
2S+1: 1
HOMO-LUMO gap, eV: 10.01
HOMO, hartree: -0.29990
Net charge: -1
Largest force on an atom, eV/A: 2.75
LUMO energy, Eh: 0.0681

=====

The following is a DFT calculation (ωB97M-V/def2-TZVPD) of a structure of composition C4H30BO23 at a distorted geometry.

Each line ends with the natural charge from an NBO analysis.
Element x y z (Å)
O  5.191  1.318  1.034  -0.954
H  2.375  0.152  -4.671  0.499
O  1.973  0.414  -5.523  -0.962
H  -2.924  -2.659  -1.874  0.471
O  -3.677  -2.956  -1.368  -0.965
H  -3.730  1.063  2.049  0.468
C  1.869  -0.746  -1.776  0.691
O  2.264  -0.181  -2.780  -0.605
O  -0.272  1.474  -2.400  -0.964
H  -0.041  1.666  0.289  0.505
H  -0.248  -1.685  4.446  0.465
H  2.781  2.229  -2.154  0.489
O  -1.096  -1.927  4.866  -0.935
H  -2.582  2.536  2.458  0.465
H  -1.794  0.503  -0.784  0.504
O  4.417  1.277  -1.895  -0.948
H  -3.178  1.046  -1.105  0.491
H  4.550  0.966  0.409  0.495
H  -1.471  -1.103  5.144  0.474
H  -2.316  1.168  2.803  0.492
O  1.846  1.784  0.489  -0.955
O  -1.629  -1.685  -2.717  -0.977
O  -3.575  -2.658  3.361  -0.945
O  3.886  -0.872  -0.560  -0.619
O  -0.916  1.971  0.367  -0.977
H  2.243  1.908  1.380  0.486
H  -2.762  -2.955  3.788  0.463
O  -0.117  -2.725  -0.054  -0.633
H  -0.688  -1.542  -2.528  0.467
H  0.339  0.421  2.886  0.469
O  -2.654  0.249  -1.120  -0.965
B  0.686  -1.522  -0.142  1.164
H  -3.240  -3.433  -0.687  0.475
H  -3.361  0.518  0.588  0.470
H  -0.964  2.841  -0.034  0.469
O  0.702  -0.835  -1.454  -0.631
O  2.050  2.592  -2.650  -0.992
O  -2.123  -3.120  0.702  -0.526
H  -2.032  -1.086  -2.042  0.494
H  1.092  0.708  -5.339  0.460
O  -1.573  -0.764  2.133  -0.559
H  -0.251  0.764  4.250  0.461
C  -0.817  -1.273  1.406  0.645
O  0.166  1.127  3.472  -0.931
H  -0.120  0.586  -2.778  0.489
C  -1.075  -2.511  0.767  0.669
H  5.237  1.623  -1.592  0.452
H  4.475  0.386  -1.696  0.490
O  -4.056  0.595  1.281  -0.987
H  5.956  1.549  0.533  0.454
H  1.485  1.872  -2.940  0.481
H  1.769  2.759  0.298  0.485
C  2.694  -1.156  -0.675  0.668
H  -1.048  1.896  -2.741  0.481
O  2.103  -1.768  0.205  -0.574
H  -3.194  -2.163  2.692  0.477
O  -2.721  1.968  3.135  -0.929
O  0.112  -0.614  0.875  -0.646

Values from the calculation:
Energy above the lowest of the compared OMol25 structures with the same formula, charge and spin, eV: 4.353
2S+1: 1
HOMO-LUMO gap, eV: 9.61
HOMO, hartree: -0.28154
Net charge: -1
Largest force on an atom, eV/A: 8.09
LUMO energy, Eh: 0.0717

=====

The following is a DFT calculation (ωB97M-V/def2-TZVPD) of a cluster of 12 separate species, C4H31NO12 in total at a distorted geometry.

Each line ends with the Löwdin spin population.
Element x y z (Å)
H  -2.922  -4.906  1.421  0.021
O  -2.134  -3.781  -2.067  0.061
O  1.640  1.850  -0.086  0.013
H  0.800  3.621  3.040  0.002
H  3.670  2.372  -2.332  0.005
H  3.166  1.077  3.514  0.002
H  1.525  -0.191  -3.243  0.007
H  -1.836  2.295  -1.770  0.009
H  -3.187  -1.770  2.613  0.009
N  -0.050  0.601  0.606  0.030
C  1.579  3.125  2.455  0.010
O  1.080  -2.821  -2.053  0.108
O  -3.739  -1.140  2.098  0.035
O  -2.210  1.465  -1.450  0.042
H  -1.719  -3.213  2.255  0.020
H  2.695  0.592  -3.147  0.004
H  -1.925  -5.270  0.294  0.022
H  -1.803  -3.762  -2.975  0.027
C  1.049  1.343  0.864  0.022
H  2.501  3.389  2.986  0.000
H  -3.195  -0.905  1.348  0.022
H  0.011  -1.449  -3.238  0.019
O  -2.034  -4.749  1.092  0.058
H  1.806  -2.174  -2.094  0.019
H  2.327  1.976  -1.798  0.003
H  -3.136  1.625  -1.260  0.012
O  -2.856  1.002  3.792  0.021
H  -3.233  0.108  3.806  0.008
O  -1.893  -2.799  3.118  0.053
H  0.807  1.163  3.065  0.006
H  2.870  -0.051  2.028  0.015
H  -1.393  -3.383  -1.592  0.028
H  -3.164  1.202  2.897  0.012
H  1.664  3.625  1.495  0.002
H  0.980  3.615  -3.413  0.004
C  2.823  0.935  2.493  0.024
H  3.579  1.447  1.884  0.002
O  -0.147  -0.494  -3.319  0.062
H  -0.997  -2.724  3.467  0.023
O  2.766  2.221  -2.634  0.013
H  -0.423  0.616  -0.335  0.016
H  -0.712  0.602  1.328  0.013
H  0.066  -0.443  -4.265  0.017
O  0.042  3.687  -3.617  0.019
C  1.449  1.600  2.303  0.009
H  -0.251  2.844  -3.971  0.010
O  2.478  -0.350  -3.389  0.029
H  1.587  -3.623  -2.216  0.032

Values from the calculation:
Energy above the lowest of the compared OMol25 structures with the same formula, charge and spin, eV: 0.000
2S+1: 2
HOMO-LUMO gap (spin up / spin down), eV: 2.29 / 10.18
HOMO (spin up / spin down), hartree: 0.01607 / -0.28015
Net charge: -1
Largest force on an atom, eV/A: 1.82
LUMO energy (spin up / spin down), Eh: 0.1002 / 0.0939

=====

The following is a DFT calculation (ωB97M-V/def2-TZVPD) of a cluster of 12 separate species, C4H31NO13 in total.

Each line ends with the natural charge from an NBO analysis.
Element x y z (Å)
H  1.040  0.330  -4.055  0.486
H  -2.604  -1.939  2.160  0.501
O  0.458  2.704  2.333  -0.991
C  2.155  0.029  1.232  0.907
O  1.103  0.551  -3.122  -1.026
O  0.079  3.125  -0.325  -1.009
H  -1.386  2.558  -2.760  0.493
H  -2.248  0.470  -2.134  0.515
O  -1.094  1.809  -2.228  -1.031
H  -1.044  0.032  3.677  0.498
H  -0.719  2.267  -1.389  0.527
C  0.133  -2.181  1.542  -0.614
H  -0.731  -2.832  1.425  0.218
O  -1.719  -2.841  -2.276  -0.980
H  0.466  0.150  3.474  0.506
H  -2.495  -3.097  -0.479  0.509
H  -0.148  -1.609  -0.484  0.188
H  4.341  -0.912  -1.655  0.490
N  1.393  -0.488  0.221  -0.659
H  1.025  -2.807  1.429  0.212
H  1.509  -0.070  -0.688  0.396
H  -0.782  -2.641  -2.349  0.468
O  3.845  -0.090  -1.736  -0.955
O  -2.963  -2.527  0.155  -0.990
C  0.064  -1.100  0.458  -0.036
O  1.921  -0.058  2.425  -0.696
H  3.518  0.519  -0.115  0.516
H  3.044  -0.312  -2.223  0.497
H  -2.190  -2.002  -2.446  0.506
H  -3.729  -0.018  -2.159  0.484
H  -3.094  -1.684  -0.290  0.480
O  2.490  2.459  -1.344  -0.978
H  3.384  2.785  -1.470  0.494
H  2.250  1.939  -2.132  0.503
H  0.210  0.886  -2.857  0.516
H  -1.951  -0.417  1.008  0.214
H  -1.102  0.630  -0.112  0.197
C  -0.967  -0.018  0.749  -0.634
H  -0.634  0.612  1.569  0.231
H  0.002  2.053  2.922  0.512
H  1.362  2.368  2.323  0.480
H  1.018  2.935  -0.556  0.506
O  3.302  0.602  0.845  -0.708
O  -2.821  -0.317  -2.272  -1.005
H  0.039  2.968  0.650  0.523
H  0.113  -1.715  2.519  0.222
H  -3.001  -2.174  3.631  0.477
O  -2.538  -1.562  3.052  -0.980
O  -0.301  0.630  3.857  -0.984

Values from the calculation:
Energy above the lowest of the compared OMol25 structures with the same formula, charge and spin, eV: 0.000
2S+1: 1
HOMO-LUMO gap, eV: 9.69
HOMO, hartree: -0.36409
SMILES: CC(C)NC(=O)O.O.O.O.O.O.O.O.O.O.O.O
Largest force on an atom, eV/A: 0.74
LUMO energy, Eh: -0.0079

=====

The following is a DFT calculation (ωB97M-V/def2-TZVPD) of a cluster of 11 separate species, C4H32N2O10S in total at a distorted geometry.

Each line ends with the Löwdin spin population.
Element x y z (Å)
H  -1.716  -4.016  2.054  0.000
H  0.277  0.630  -1.330  0.000
H  -1.327  -1.324  -3.846  0.000
C  0.058  -0.817  0.325  0.006
C  -0.882  1.513  0.398  0.063
H  -1.769  -0.099  -4.672  0.000
O  3.363  2.232  -0.216  0.001
H  -1.878  -3.531  0.684  0.000
H  -0.969  -0.992  0.738  0.001
H  1.916  -0.947  1.821  0.000
O  -2.496  0.720  3.799  0.001
O  3.091  0.024  -1.637  0.001
O  -2.593  -2.388  -0.976  0.003
H  -2.340  -1.452  -1.052  0.004
H  3.530  2.237  0.763  0.000
H  -0.299  2.247  3.888  0.000
H  3.632  3.164  -0.375  0.000
N  0.103  -1.448  2.793  0.005
O  0.697  -0.813  -3.305  0.000
O  2.980  1.860  2.313  0.000
H  2.535  2.572  2.799  0.000
H  0.183  -1.394  -2.611  0.000
H  -2.462  -2.612  -1.951  0.000
H  0.505  -2.842  -0.174  0.001
H  1.539  -0.766  -2.813  0.000
S  -2.612  1.394  -0.368  0.778
H  0.780  0.308  2.039  0.001
H  -0.589  0.698  3.754  0.000
N  0.579  -1.915  -0.498  0.010
O  -2.093  -0.915  -4.246  0.003
H  1.686  -1.733  -0.466  0.000
H  -0.619  2.616  0.389  0.002
H  0.539  -1.541  3.684  0.000
O  1.723  1.387  -4.190  0.000
H  1.060  1.061  0.207  0.009
C  0.187  0.596  -0.276  0.061
H  2.705  0.991  2.704  0.000
H  2.382  1.251  -3.508  0.000
H  3.185  0.655  -0.957  0.000
H  -1.000  1.389  1.462  0.009
O  0.076  1.441  3.522  0.003
H  -3.443  0.983  3.530  0.000
O  -1.206  -3.645  1.356  0.000
H  3.768  0.224  -2.278  0.000
H  0.958  0.900  -3.690  0.000
C  0.810  -0.789  1.722  0.004
H  -2.287  0.144  3.049  0.000
H  -2.510  2.484  -1.073  0.033
H  -0.344  -2.318  2.474  0.000

Values from the calculation:
Energy above the lowest of the compared OMol25 structures with the same formula, charge and spin, eV: 1.304
2S+1: 2
HOMO-LUMO gap (spin up / spin down), eV: 8.27 / 3.05
HOMO (spin up / spin down), hartree: -0.44251 / -0.44132
Net charge: +1
Largest force on an atom, eV/A: 4.66
LUMO energy (spin up / spin down), Eh: -0.1386 / -0.3294

=====

The following is a DFT calculation (ωB97M-V/def2-TZVPD) of a cluster of 12 separate species, C4H32NO12S2 in total at a distorted geometry.

Each line ends with the Löwdin spin population.
Element x y z (Å)
C  1.024  1.318  -0.697  0.015
H  -2.006  3.109  0.065  0.000
H  -2.764  -0.503  1.617  0.000
H  1.920  2.671  0.865  0.001
H  3.826  -3.297  0.003  0.019
H  2.820  -2.955  -1.433  0.012
H  2.105  1.947  -4.306  0.000
S  2.726  -0.361  0.703  0.276
C  3.777  -2.748  -0.938  0.075
O  -0.608  -0.273  3.973  0.000
O  -2.275  -0.295  -1.232  0.000
H  -2.073  2.815  3.393  0.000
S  4.028  -0.993  -0.645  0.536
H  0.887  -0.821  -0.811  0.001
H  -1.073  1.555  -1.074  0.000
H  -3.103  -0.424  -1.712  0.000
N  -0.182  1.398  -1.587  0.006
H  -0.286  0.500  -2.096  0.000
H  0.732  0.789  3.252  0.000
O  -0.063  2.939  0.654  0.001
H  1.897  1.519  -1.340  0.000
H  -0.062  2.147  -2.288  0.001
H  -0.649  -0.380  4.934  0.000
H  0.373  -0.210  0.746  0.000
H  -1.245  -1.386  2.882  0.000
H  -2.289  -2.582  2.681  0.000
C  1.102  -0.067  -0.057  0.053
H  1.664  2.013  3.446  0.000
H  -1.149  0.547  3.817  0.000
O  -1.825  -1.858  2.236  0.000
H  0.787  -3.817  -2.596  0.000
O  -2.515  2.612  -0.581  0.000
H  -0.068  -1.026  -4.251  0.000
O  -3.022  0.383  1.279  0.000
H  0.710  -1.565  -3.007  0.000
H  4.609  -3.084  -1.561  0.000
O  -0.972  -2.527  -0.402  0.000
H  -1.507  -1.771  -0.738  0.000
O  0.986  -2.977  -2.159  0.003
H  -2.565  -0.036  -0.298  0.000
H  -1.099  -2.485  0.562  0.000
C  0.967  2.385  0.396  0.001
H  -0.758  2.257  2.783  0.000
H  1.329  0.721  -3.723  0.000
H  -3.183  2.141  -0.066  0.000
O  1.008  1.641  2.848  0.000
O  0.417  -0.736  -3.474  0.001
O  1.574  1.659  -3.556  0.001
H  0.332  -2.925  -1.413  0.000
H  -2.578  1.018  1.886  0.000
O  -1.682  2.018  3.022  0.000

Values from the calculation:
2S+1: 2
HOMO-LUMO gap (spin up / spin down), eV: 10.17 / 5.65
HOMO (spin up / spin down), hartree: -0.60206 / -0.60160
Net charge: +2
Largest force on an atom, eV/A: 1.03
LUMO energy (spin up / spin down), Eh: -0.2282 / -0.3940